# C14H52N8O12

A 12-piece molecular cluster, C14H52N8O12 overall in a non-equilibrium geometry (wB97M-V/def2-TZVPD, the OMol25 dataset).

Its energy is -51846.35257 eV. Its structure (SMILES) is NC(N)=O.NC(N)=O.NC(N)=O.NC(N)=O.CCO.CCO.CO.CO.CO.CO.CO.CO. As for the energy above the lowest of the compared OMol25 structures with the same formula, charge and spin: 161.7 kcal/mol. As for the HOMO energy: -8.277 eV. The LUMO energy comes out at -0.1 eV.

Cartesian coordinates (Å):
1 O -1.74294 -3.79031 -1.71510
2 O -0.10094 4.81569 1.88190
3 O 4.11306 -0.60131 -2.94910
4 O -1.63994 -0.35331 -0.43310
5 O 1.09306 4.86569 -1.62010
6 O 3.01706 -2.58431 -0.92310
7 O -1.74494 -2.61331 1.12290
8 O -0.01994 -1.06731 -3.95910
9 O 2.29106 -2.50731 2.51590
10 O 3.80006 0.54069 2.03690
11 O -2.46594 0.84669 2.99290
12 O 2.12406 2.20769 4.29490
13 N 0.95606 -3.06231 -2.01310
14 N 1.02106 -3.23731 0.20690
15 N 1.28606 2.55669 -1.97810
16 N 3.14206 1.05669 -0.11510
17 N -0.33694 0.73269 1.07190
18 N 0.59906 0.19969 -0.91510
19 N 0.25106 3.25869 -0.24010
20 N 1.97706 1.87069 1.55090
21 C -1.10694 -0.40631 -4.61110
22 C 1.59406 -2.85131 -0.92210
23 C -0.41394 0.17669 -0.05710
24 C 0.96306 1.95369 4.91090
25 C -0.57994 0.98969 -5.03510
26 C -2.92194 -2.82831 1.88890
27 C 1.47706 -1.32831 2.47990
28 C -3.50294 0.95969 2.08190
29 C -2.48894 -2.93831 -2.50710
30 C 2.97206 1.17269 1.15890
31 C -4.18294 -3.16031 1.05190
32 C 3.11006 -0.69431 -3.90810
33 C -0.95294 3.93169 2.54090
34 C 0.91306 3.58869 -1.27110
35 H 0.54806 2.89869 5.33590
36 H 1.36606 -2.83331 -2.91310
37 H 3.71806 -0.81631 -2.04510
38 H -0.44994 1.75269 -4.24910
39 H -1.44394 3.42369 1.71890
40 H 0.53106 -1.52731 -4.66610
41 H -1.67594 4.31869 3.29590
42 H -3.65794 1.95869 1.67290
43 H 0.42306 -1.56931 2.84890
44 H 2.28506 -0.05631 -3.60710
45 H 0.17306 1.57969 4.30590
46 H -3.09394 -2.07031 2.58090
47 H 0.33606 5.36969 2.46790
48 H -5.03294 -3.39631 1.72390
49 H -2.79894 -3.65231 2.65090
50 H -0.01794 -3.20331 0.43090
51 H 0.61606 1.12269 1.34790
52 H 2.90406 -1.72131 -3.93210
53 H -1.98694 -2.86331 -3.40410
54 H -0.00494 2.21769 -0.00910
55 H 0.42706 -0.43631 -1.77310
56 H 1.60206 -2.86931 0.99890
57 H -3.50994 -3.14831 -2.67310
58 H -0.30794 3.17569 2.92090
59 H -1.19194 1.30269 -5.90810
60 H -3.48494 0.17369 1.28590
61 H -4.50594 0.83469 2.65690
62 H -1.38494 -1.03531 -5.41910
63 H 1.84706 -0.46431 2.97490
64 H -1.12894 0.72569 1.74890
65 H 1.29406 -0.98431 1.48090
66 H 1.70506 2.59369 -2.94810
67 H -3.75694 -4.02931 0.50390
68 H -0.09694 -3.25331 -1.97710
69 H -0.15694 4.07169 0.36190
70 H 1.55106 0.39869 -0.62410
71 H 2.05106 2.11569 2.59690
72 H 2.54806 2.84169 4.81390
73 H -1.87994 -0.24031 -3.83110
74 H 0.42606 0.98669 -5.37010
75 H -2.75394 0.15069 3.66590
76 H 0.88206 1.63369 -1.72610
77 H 2.72906 -2.54031 3.35990
78 H 1.04006 1.15569 5.66690
79 H -4.35594 -2.37631 0.35890
80 H 3.58906 -0.45031 -4.88210
81 H 4.02206 0.60069 -0.43710
82 H -2.15194 -4.11931 -0.94510
83 H 2.74606 1.79669 -0.70610
84 H -2.58994 -2.05431 -1.91510
85 H 1.45106 2.63669 0.93090
86 H -1.88894 -1.82631 0.63890

Forces on the atoms, in the same order (eV/Å):
1.579 -1.555 -1.029
-1.155 0.274 -1.370
0.582 0.736 2.490
4.704 1.575 1.016
-0.288 -5.061 1.457
-6.726 -0.114 -0.223
-0.681 -2.245 1.694
1.020 -1.504 -0.745
-0.485 1.168 -0.047
-3.762 2.853 -3.804
0.500 -1.228 2.104
1.250 -0.793 -2.421
-3.232 0.125 -3.364
-0.778 1.383 3.057
2.210 -2.884 -4.039
1.921 -0.476 -4.349
0.672 2.053 4.308
-0.620 -2.373 -2.605
-4.189 -1.269 6.318
-3.945 5.223 2.987
1.582 1.986 1.701
8.029 -0.396 1.114
-7.141 -4.108 -3.874
-2.855 -0.100 2.799
-1.241 0.007 -0.730
-0.341 -2.109 0.593
-2.087 -1.029 0.659
-4.017 -0.921 -0.008
-1.093 0.964 2.225
7.303 -4.599 5.544
2.150 -1.106 0.951
1.390 0.833 -0.139
-0.395 -0.789 -0.189
1.387 8.012 -4.823
0.068 -0.745 0.204
-0.008 -0.082 0.705
0.624 -0.497 -1.653
-1.140 -0.365 0.004
-0.872 -0.043 0.171
-1.019 1.060 1.415
0.635 -0.001 -0.666
0.872 0.014 -0.166
1.160 0.215 -0.148
-0.486 -0.032 -0.661
-0.377 -0.268 -1.359
-0.329 2.275 0.829
1.301 1.664 1.567
0.433 0.032 -0.730
0.486 0.193 -1.258
1.717 -0.044 -0.937
-1.222 -0.775 0.405
-1.340 -1.654 -0.456
0.994 0.669 -1.878
0.031 3.308 -0.812
0.549 1.226 1.749
-0.716 -1.397 -1.020
-1.255 -1.405 -0.396
0.109 -0.831 1.176
0.266 0.520 0.760
0.213 0.836 0.423
1.358 -0.052 -0.947
-0.898 -0.134 -0.866
0.780 0.360 0.845
0.813 -0.216 -0.748
0.466 -0.413 -0.696
-0.756 0.634 1.953
-1.250 0.121 0.041
1.981 0.153 0.017
1.241 -1.943 -1.597
0.244 -0.778 0.199
-0.131 -0.428 -1.754
1.604 1.446 0.911
0.175 -0.551 -0.699
1.089 -0.827 -0.826
0.912 1.451 -1.417
0.189 1.123 -0.593
0.356 -0.019 0.324
0.205 0.449 0.287
-0.583 0.750 -0.621
-0.663 0.273 0.521
-1.146 0.559 0.467
-0.918 -0.189 1.315
0.620 -0.293 -0.040
0.443 1.561 -0.374
1.883 -1.604 1.301
0.045 2.160 -1.528